{"formula": "C63H138O37P4S9", "method": "ωB97M-V/def2-TZVPD", "charge": 1, "multiplicity": 2, "s2": 0.7598, "orbital_gap_ev": [8.315, 2.294], "lumo_energy_ev": [-2.938, -8.960], "symbols": ["C", "C", "C", "S", "O", "O", "C", "H", "H", "H", "H", "H", "H", "H", "H", "C", "C", "C", "S", "O", "O", "C", "H", "H", "H", "H", "H", "H", "H", "H", "C", "C", "C", "S", "O", "O", "C", "H", "H", "H", "H", "H", "H", "H", "H", "C", "C", "C", "S", "O", "O", "C", "H", "H", "H", "H", "H", "H", "H", "H", "C", "C", "C", "S", "O", "O", "C", "H", "H", "H", "H", "H", "H", "H", "H", "C", "C", "C", "S", "O", "O", "C", "H", "H", "H", "H", "H", "H", "H", "H", "C", "C", "C", "S", "O", "O", "C", "H", "H", "H", "H", "H", "H", "H", "H", "C", "C", "C", "S", "O", "O", "C", "H", "H", "H", "H", "H", "H", "H", "H", "C", "C", "C", "S", "O", "O", "C", "H", "H", "H", "H", "H", "H", "H", "H", "C", "O", "C", "O", "O", "C", "H", "H", "H", "H", "H", "H", "C", "C", "O", "P", "O", "O", "C", "C", "O", "C", "C", "H", "H", "H", "H", "H", "H", "H", "H", "H", "H", "H", "H", "H", "H", "H", "C", "C", "O", "P", "O", "O", "C", "C", "O", "C", "C", "H", "H", "H", "H", "H", "H", "H", "H", "H", "H", "H", "H", "H", "H", "H", "C", "C", "O", "P", "O", "O", "C", "C", "O", "C", "C", "H", "H", "H", "H", "H", "H", "H", "H", "H", "H", "H", "H", "H", "H", "H", "C", "C", "O", "P", "O", "O", "C", "C", "O", "C", "C", "H", "H", "H", "H", "H", "H", "H", "H", "H", "H", "H", "H", "H", "H", "H"], "coordinates": [[-15.578856, -22.046751, -8.715589], [-15.704082, -20.835027, -7.765794], [-16.979216, -20.981412, -6.885314], [-17.443239, -22.776680, -7.092111], [-18.586129, -22.701923, -8.051799], [-17.571415, -23.340014, -5.720367], [-15.933648, -23.376178, -7.956166], [-14.653508, -22.138901, -9.284233], [-16.329995, -21.824167, -9.473450], [-15.685708, -19.866950, -8.266385], [-14.839370, -20.717568, -7.112664], [-17.863784, -20.393796, -7.130962], [-16.575033, -20.709877, -5.910120], [-16.237946, -24.208241, -8.591122], [-15.124677, -23.647992, -7.278104], [-13.442218, -17.964435, -10.404625], [-13.656227, -17.216374, -11.765502], [-14.236528, -18.073455, -12.834204], [-14.122351, -19.862914, -12.277803], [-12.782488, -20.355760, -12.760332], [-15.343391, -20.617984, -12.440345], [-13.880807, -19.362425, -10.481178], [-13.876861, -17.470663, -9.535497], [-12.363781, -18.013569, -10.254106], [-12.735999, -16.822165, -12.196624], [-14.222481, -16.301034, -11.593442], [-13.974960, -17.873506, -13.873291], [-15.311114, -17.892103, -12.812173], [-13.296243, -20.131679, -9.976564], [-14.936211, -19.470998, -10.231289], [-13.395111, -26.904117, -4.908197], [-13.280699, -26.155951, -6.133776], [-13.602724, -27.070995, -7.301769], [-14.964732, -28.166458, -6.667335], [-14.459258, -29.519167, -7.022503], [-16.300535, -27.626524, -7.145389], [-14.627412, -27.691800, -4.862643], [-13.390901, -26.267793, -4.023222], [-12.550918, -27.564140, -4.708706], [-12.433910, -25.471070, -6.178260], [-14.186220, -25.552644, -6.069451], [-12.878855, -27.880754, -7.393506], [-13.808046, -26.605376, -8.265683], [-14.628489, -28.647810, -4.339052], [-15.556091, -27.200871, -4.571692], [-14.989347, -20.126532, -3.235223], [-13.649439, -19.525780, -3.656384], [-12.505007, -19.968186, -2.711177], [-13.297942, -20.579991, -1.149466], [-13.059769, -19.654123, -0.087451], [-13.234125, -22.023156, -0.845113], [-15.032653, -20.084621, -1.632371], [-14.974377, -21.073361, -3.775044], [-15.733364, -19.451253, -3.657756], [-13.821728, -18.451275, -3.594315], [-13.504592, -19.620115, -4.732584], [-11.822742, -19.162046, -2.441443], [-11.916667, -20.809661, -3.077043], [-15.183403, -19.081371, -1.233785], [-15.772929, -20.771683, -1.222433], [-10.454179, -24.345751, -12.190875], [-9.662905, -23.703762, -10.971339], [-10.678014, -23.413050, -9.803086], [-11.855390, -24.927808, -9.907515], [-13.283905, -24.499851, -9.801508], [-11.351417, -25.877415, -8.966246], [-11.516805, -25.404662, -11.626058], [-9.784553, -24.716359, -12.966982], [-10.911614, -23.414184, -12.524090], [-9.230806, -22.734713, -11.220986], [-8.875492, -24.363702, -10.607219], [-11.300083, -22.618752, -10.215648], [-10.294793, -23.231182, -8.799005], [-12.469612, -25.535883, -12.138937], [-11.038251, -26.383773, -11.605446], [-8.946040, -19.492327, -2.594414], [-8.572554, -17.988402, -2.750716], [-7.037402, -17.718207, -2.465947], [-6.238312, -19.283825, -2.747758], [-5.108234, -19.433140, -1.812141], [-6.105186, -19.460752, -4.222572], [-7.697681, -20.300250, -2.184530], [-9.399317, -19.889268, -3.502759], [-9.740389, -19.686524, -1.873722], [-9.245687, -17.403724, -2.123719], [-8.627913, -17.617754, -3.774270], [-6.913990, -17.359510, -1.444083], [-6.517579, -16.961580, -3.053656], [-7.519065, -20.248334, -1.110515], [-7.407986, -21.276537, -2.573170], [-17.500861, -25.235310, -3.043286], [-16.253393, -24.482694, -2.566901], [-16.498902, -24.194116, -1.124720], [-18.238913, -23.503892, -0.942314], [-18.287449, -22.059937, -1.243598], [-18.789871, -24.080655, 0.248172], [-18.814697, -24.529559, -2.465905], [-17.350406, -26.300909, -2.870135], [-17.546818, -25.307296, -4.129930], [-16.094616, -23.627824, -3.224252], [-15.405211, -25.145685, -2.737547], [-15.776946, -23.553522, -0.618255], [-16.459488, -25.141384, -0.586898], [-19.550332, -23.948995, -3.022594], [-19.389826, -25.286813, -1.933081], [-10.238524, -15.908089, -11.180634], [-8.827073, -15.290416, -11.457325], [-8.140233, -14.711605, -10.233964], [-8.711029, -15.743229, -8.843695], [-9.350248, -14.940353, -7.787376], [-7.684663, -16.690819, -8.448160], [-10.076026, -16.610079, -9.793155], [-10.674432, -16.531457, -11.961335], [-10.902915, -15.044748, -11.144320], [-8.924075, -14.482173, -12.182192], [-8.295094, -16.072881, -11.998476], [-8.466747, -13.674423, -10.158246], [-7.063184, -14.572513, -10.140651], [-10.941361, -16.620394, -9.130446], [-9.689843, -17.620372, -9.928350], [-17.952731, -14.690893, -8.073382], [-18.400390, -14.494795, -6.677065], [-17.142716, -14.576342, -5.708832], [-16.341907, -16.081742, -6.330235], [-17.048756, -17.236610, -5.747992], [-14.859618, -15.917424, -6.291496], [-16.917688, -15.871187, -8.143355], [-17.463765, -13.784365, -8.430075], [-18.769868, -14.743822, -8.792814], [-19.128481, -15.294580, -6.541734], [-18.961059, -13.620964, -6.345161], [-17.437731, -14.651369, -4.662196], [-16.427498, -13.756659, -5.777297], [-17.334240, -16.833738, -8.440144], [-16.083150, -15.666538, -8.813995], [-8.528654, -14.737181, -4.834307], [-8.335107, -13.557557, -4.056951], [-7.730816, -13.636223, -2.840592], [-7.242041, -14.584439, -2.337264], [-7.583728, -12.437884, -2.273834], [-6.796689, -12.336942, -1.054508], [-9.417618, -15.252350, -4.470388], [-7.674969, -15.404591, -4.716489], [-8.593074, -14.388510, -5.865024], [-6.518768, -11.344964, -0.698357], [-5.837158, -12.853976, -1.046335], [-7.601731, -12.698954, -0.415011], [-6.243641, -21.866953, -11.536957], [-6.110019, -22.657642, -12.842084], [-6.440101, -21.846700, -13.913753], [-7.761894, -22.122958, -14.819508], [-8.281697, -23.524123, -14.685913], [-8.791484, -20.886824, -14.483952], [-8.220121, -19.522613, -14.159204], [-8.941343, -18.877465, -12.942621], [-7.358697, -21.850034, -16.439512], [-8.368649, -22.020961, -17.434809], [-9.344101, -20.812679, -17.447035], [-5.412655, -21.166354, -11.455009], [-7.239931, -21.427267, -11.490106], [-6.137295, -22.390441, -10.586818], [-5.105055, -23.077982, -12.803917], [-6.643351, -23.607841, -12.814238], [-7.178180, -19.630162, -13.857727], [-8.513089, -18.842176, -14.958756], [-9.729769, -18.171404, -13.203341], [-9.395634, -19.697810, -12.386963], [-8.371784, -18.324297, -12.195819], [-7.984076, -22.059148, -18.453991], [-8.791964, -23.019938, -17.330198], [-9.876760, -20.736516, -18.394970], [-9.843088, -20.768502, -16.478965], [-8.723469, -19.942449, -17.660637], [-9.982263, -28.072768, -5.485595], [-9.617068, -26.644205, -5.246219], [-8.514872, -26.494927, -4.445547], [-8.182971, -25.397484, -3.251944], [-9.072780, -24.243238, -3.321922], [-8.181484, -26.273504, -1.865281], [-8.002362, -25.594290, -0.604499], [-6.584301, -25.119352, -0.298715], [-6.525846, -25.035565, -3.435972], [-6.207633, -24.277448, -4.644002], [-4.887091, -23.489343, -4.526983], [-10.714506, -28.175942, -6.286392], [-9.128314, -28.632761, -5.866742], [-10.380440, -28.483163, -4.557628], [-9.551284, -26.148964, -6.214984], [-10.430263, -26.095922, -4.770613], [-8.654198, -24.732220, -0.462917], [-8.135423, -26.237460, 0.265409], [-5.894146, -25.924773, -0.549896], [-6.263059, -24.267043, -0.897445], [-6.575109, -24.915445, 0.772003], [-6.073199, -24.926638, -5.509211], [-6.997210, -23.530713, -4.727987], [-5.003919, -22.673179, -3.814002], [-4.083003, -24.183394, -4.282397], [-4.744117, -22.956146, -5.466859], [-7.756527, -22.365031, -7.654889], [-8.843924, -21.637055, -6.769173], [-10.071182, -21.348538, -7.420925], [-11.398934, -20.619297, -6.702568], [-12.441081, -20.160285, -7.595403], [-10.628119, -19.416733, -5.826457], [-10.819333, -18.043511, -6.123988], [-12.162584, -17.552089, -6.571477], [-11.974302, -21.611809, -5.571544], [-12.783847, -22.708602, -5.987907], [-13.166927, -23.372303, -4.637606], [-6.765576, -21.918858, -7.570900], [-7.734227, -23.454506, -7.629703], [-7.895443, -22.068110, -8.694429], [-8.902158, -22.219360, -5.849595], [-8.449629, -20.706609, -6.360624], [-10.480034, -17.584182, -5.195550], [-10.084365, -17.724750, -6.863124], [-12.386890, -17.863192, -7.591769], [-12.943514, -17.884701, -5.887652], [-12.089108, -16.467347, -6.649202], [-13.660221, -22.258074, -6.453856], [-12.169825, -23.320136, -6.649044], [-12.401366, -23.932035, -4.100284], [-13.508253, -22.700442, -3.850077], [-13.989682, -24.025872, -4.927460], [-6.924092, -26.034589, -8.800618], [-6.437591, -25.764660, -10.248545], [-4.978038, -25.785773, -10.379263], [-4.014590, -26.566503, -9.373857], [-3.975655, -26.112711, -7.923264], [-2.630831, -26.399820, -10.150630], [-1.757471, -25.282516, -10.168762], [-1.997908, -24.469055, -11.556166], [-4.401218, -28.106053, -9.731985], [-3.642385, -29.198774, -9.430836], [-2.769261, -29.510944, -10.588859], [-6.511778, -26.934578, -8.344431], [-6.519877, -25.323362, -8.080299], [-7.977929, -25.984119, -8.526808], [-7.008065, -26.142110, -11.097186], [-6.592776, -24.701513, -10.432217], [-1.881226, -24.529879, -9.390091], [-0.742983, -25.680874, -10.183778], [-1.235527, -23.702686, -11.696050], [-1.745539, -25.193477, -12.330515], [-2.962777, -24.003959, -11.758153], [-3.013112, -28.978626, -8.568479], [-4.179096, -30.028112, -8.970124], [-3.358081, -29.412074, -11.500790], [-2.087824, -28.685744, -10.795698], [-2.284533, -30.478472, -10.458378]], "forces_ev_per_a": [[-0.50, 0.05, -0.39], [0.14, 0.10, 0.18], [1.50, -0.80, -0.42], [-1.74, 1.62, 1.36], [2.36, -1.02, 1.82], [0.11, 0.03, -2.33], [-0.67, 1.76, -0.47], [0.24, 0.04, 0.43], [-0.21, -0.60, -0.20], [-0.27, -0.22, -0.45], [0.05, -0.37, 0.13], [0.19, -0.17, -0.21], [-0.96, -0.54, 0.44], [0.09, 0.16, -0.05], [-0.35, -0.05, 0.24], [1.68, 0.69, -0.62], [1.08, 0.96, 0.34], [-2.59, -1.13, 0.04], [4.02, 0.98, -0.01], [-2.87, 0.52, 0.71], [0.63, 0.33, -0.12], [-2.30, -1.94, -1.53], [-0.06, 0.17, -0.21], [0.05, 0.29, 0.26], [0.41, -0.15, 0.61], [-0.44, -0.21, -0.12], [0.63, -0.45, 0.24], [-0.32, -0.32, -0.13], [0.05, 0.22, -0.08], [0.00, -0.03, 0.64], [2.00, -1.42, 2.59], [-2.20, 1.29, -1.27], [2.07, 0.48, -0.41], [-1.53, -1.83, -2.32], [-1.60, 2.57, 1.17], [3.06, -1.12, 1.35], [-2.06, -1.16, 0.45], [-0.22, 0.37, 0.08], [0.16, -0.19, -0.32], [0.14, -0.45, -0.66], [0.11, 0.91, -0.40], [0.10, 0.04, -0.33], [-0.34, -0.03, 0.13], [0.33, -0.07, -0.10], [0.02, 0.45, -0.26], [0.49, 0.72, 0.89], [-0.04, 1.32, 0.60], [-0.14, -0.83, -0.19], [-3.11, -0.22, 0.25], [1.44, 0.44, 0.80], [0.47, 1.72, -1.35], [0.74, -1.56, -2.41], [-0.92, -0.57, 0.86], [-0.39, -0.43, 0.05], [0.55, 0.30, 0.48], [0.50, -0.73, 0.13], [-0.21, -0.08, 0.15], [-0.02, 0.03, -0.25], [0.15, -0.07, -0.25], [0.19, -0.04, 0.11], [-0.55, 1.08, 1.84], [-0.51, -1.03, 1.02], [-0.94, -1.57, -2.43], [-1.01, 3.68, -0.85], [2.18, -0.95, 0.12], [0.16, -1.55, 1.07], [1.44, 0.56, -0.22], [-0.21, -0.13, 0.14], [-0.72, -0.52, -0.80], [0.13, -0.20, -0.36], [0.13, 0.00, -0.01], [-0.20, 0.30, 0.62], [-0.19, -0.20, -0.24], [0.11, 0.53, -0.06], [0.04, -0.03, 0.27], [0.40, -0.93, -0.50], [1.16, 0.41, -0.47], [-0.99, 0.08, 0.81], [0.04, -0.22, -0.27], [-1.28, -0.15, -1.67], [0.05, 0.12, 2.43], [1.74, 1.34, -0.10], [0.37, 0.10, -0.34], [0.27, 0.41, 0.41], [0.41, 0.28, 0.00], [-0.81, -0.41, -0.12], [0.29, -0.55, 0.17], [-0.49, -0.12, -0.42], [-0.26, -0.35, 0.10], [-0.87, -0.16, -0.04], [-1.00, 0.79, -1.14], [-0.53, -0.12, -1.14], [0.07, 0.69, 1.02], [1.49, -0.21, -2.73], [0.14, -2.13, 0.62], [-0.37, 0.40, 0.31], [0.85, -0.92, 1.98], [-0.76, -0.11, 1.28], [-0.10, 0.87, -0.26], [-0.06, 0.38, 0.34], [0.32, 0.04, 0.35], [-0.10, 0.34, -0.20], [-0.49, 0.01, 0.21], [0.81, 0.08, -0.63], [-0.13, -0.05, -0.07], [0.64, 1.36, 1.84], [0.01, -0.79, -1.91], [-0.54, 0.32, 0.61], [-1.26, 0.44, 0.70], [0.71, -0.79, -1.47], [-0.58, 0.49, -0.51], [0.58, 0.32, -0.37], [0.69, -0.25, 0.07], [-0.36, -0.10, 0.53], [-0.07, -0.04, -0.08], [0.66, 0.06, 0.35], [-0.59, -0.13, 0.69], [0.13, -0.89, -0.52], [0.06, 0.09, -0.11], [-0.08, -0.09, 0.05], [1.29, 0.87, -1.71], [0.05, -0.26, 2.20], [-1.09, -0.83, -0.87], [1.08, 0.29, -0.56], [1.27, 1.15, -0.79], [-2.61, -0.77, 0.12], [-0.58, 0.28, 1.12], [0.50, 0.06, 0.09], [-0.16, -0.69, 0.19], [0.29, -0.39, 0.97], [0.13, 0.43, -0.90], [0.09, -0.48, -0.10], [-0.16, 0.04, -0.48], [-0.23, 0.04, 0.25], [0.15, 0.15, 0.44], [0.51, -0.08, 0.44], [0.27, 1.13, 1.61], [0.56, 1.64, -0.94], [0.31, -2.89, 0.42], [0.19, 1.96, -1.66], [-1.33, -0.85, 0.52], [-0.16, 0.01, -0.31], [0.06, -0.03, -0.07], [-0.26, -0.28, 0.35], [-0.74, 0.54, -1.10], [-0.54, -0.74, -0.29], [1.15, -0.39, 1.24], [-0.12, 0.04, 0.08], [0.53, -1.90, 2.88], [-0.95, 0.76, -2.47], [-0.49, -0.96, -2.13], [0.20, 2.34, 0.43], [1.78, -0.02, 0.75], [-1.13, 0.14, 1.13], [-0.76, -0.93, 0.40], [0.67, 0.17, 2.80], [-1.26, 0.34, -0.67], [1.36, -0.58, -0.37], [-0.43, 0.62, -0.34], [0.16, 0.57, -0.02], [-0.03, -0.87, -0.30], [0.56, 0.69, -1.10], [-0.88, 0.31, -0.21], [0.01, 0.09, -0.89], [0.98, -0.58, -0.62], [-0.17, -0.33, -0.43], [-0.29, 0.03, 0.12], [0.86, -0.25, -0.38], [1.11, 0.13, 0.33], [-0.56, 0.19, 0.44], [-1.04, -0.85, 0.43], [-0.57, 0.43, -0.67], [0.41, 0.28, 0.94], [0.10, -0.50, 0.12], [-2.04, 1.30, -0.64], [2.89, 0.59, 2.34], [2.47, -1.37, -0.29], [-0.31, 0.31, 0.09], [-0.06, 0.96, -1.65], [1.03, 1.02, 1.19], [0.11, -0.23, -1.04], [-2.82, -0.96, -0.15], [0.59, 0.95, 0.34], [-1.11, -0.24, 0.49], [-0.29, 0.27, 0.05], [0.12, -0.10, 0.41], [0.19, -0.49, -0.11], [0.80, 0.23, -0.17], [-0.52, -0.06, 0.15], [-0.47, -0.21, -0.53], [-0.95, -0.85, -0.80], [0.13, -0.07, 0.31], [-0.11, 0.17, 0.23], [0.31, 0.19, -0.10], [-0.62, -0.28, 0.09], [-0.21, -0.18, -0.62], [0.27, -0.27, 0.42], [0.18, 0.39, -0.09], [0.27, -0.42, -0.23], [-1.06, 1.43, -0.88], [2.35, -0.16, 1.06], [-2.70, 0.18, 0.26], [3.84, 0.77, 1.97], [-0.39, -0.31, -1.30], [-1.81, -3.43, -1.18], [0.96, 1.17, -0.02], [-0.06, 0.00, -0.22], [1.83, 1.53, -0.65], [0.23, 0.50, 2.17], [-0.50, -0.45, -0.86], [0.08, -0.27, 1.04], [-0.08, 0.16, 0.36], [-0.64, -0.20, -0.36], [-0.97, -0.44, -0.01], [0.23, 0.27, -0.52], [-0.34, 0.32, 0.04], [0.27, -0.23, -0.16], [-0.12, -0.28, 0.21], [-0.15, 0.40, -0.21], [-0.20, 0.12, 0.53], [-0.01, -0.52, -0.31], [-0.41, -0.34, -0.19], [0.45, -0.17, -0.60], [-0.23, 0.45, -0.54], [-0.20, -0.11, 0.68], [0.64, -0.14, 0.72], [-0.06, 2.31, 1.20], [-0.89, -0.97, 0.38], [0.76, 0.14, 1.38], [-0.35, -1.18, -3.11], [-0.61, -0.44, 0.64], [-0.54, 2.18, -2.35], [1.34, -1.37, 0.77], [-1.85, 3.26, 0.13], [2.27, -0.98, 2.13], [0.01, 0.06, -1.08], [-0.26, -0.52, -0.52], [0.46, 0.55, -0.51], [-0.36, -0.27, -1.03], [0.63, -1.34, 0.18], [-0.30, 0.29, 0.25], [-0.22, -0.68, 0.58], [-0.12, 0.13, 0.13], [0.06, 0.16, 0.43], [-0.46, -0.01, -0.26], [-0.14, -0.39, 0.52], [0.45, 0.37, 0.18], [-0.88, -0.09, -0.91], [-0.33, -0.94, -0.13], [0.55, -0.26, 0.66], [0.12, 0.16, -0.38]], "lowdin_charge": [-0.21, -0.22, -0.17, 0.76, -0.34, -0.38, -0.19, 0.10, 0.12, 0.10, 0.07, 0.10, 0.08, 0.10, 0.06, -0.20, -0.21, -0.21, 0.76, -0.39, -0.33, -0.23, 0.11, 0.09, 0.08, 0.11, 0.11, 0.10, 0.09, 0.08, -0.25, -0.22, -0.11, 0.94, -0.24, -0.17, -0.10, 0.14, 0.12, 0.13, 0.11, 0.10, 0.10, 0.13, 0.11, -0.19, -0.23, -0.19, 0.70, -0.34, -0.35, -0.15, 0.09, 0.11, 0.11, 0.08, 0.09, 0.08, 0.10, 0.08, -0.14, -0.20, -0.15, 0.71, -0.37, -0.35, -0.18, 0.09, 0.11, 0.10, 0.08, 0.09, 0.07, 0.10, 0.10, -0.20, -0.17, -0.24, 0.71, -0.35, -0.36, -0.18, 0.09, 0.09, 0.11, 0.08, 0.10, 0.09, 0.10, 0.09, -0.22, -0.25, -0.21, 0.73, -0.35, -0.33, -0.13, 0.10, 0.08, 0.10, 0.10, 0.09, 0.11, 0.10, 0.08, -0.19, -0.22, -0.21, 0.72, -0.36, -0.32, -0.19, 0.08, 0.11, 0.11, 0.09, 0.11, 0.11, 0.07, 0.09, -0.24, -0.23, -0.19, 0.74, -0.36, -0.37, -0.16, 0.11, 0.12, 0.12, 0.12, 0.11, 0.10, 0.09, 0.08, -0.03, 0.00, -0.60, 0.13, -0.01, -0.02, 0.09, 0.09, 0.07, 0.09, 0.10, 0.10, -0.06, -0.30, -0.17, 0.58, -0.25, -0.23, -0.17, -0.07, -0.21, -0.27, -0.07, 0.08, 0.06, 0.06, 0.11, 0.10, 0.11, 0.12, 0.06, 0.07, 0.06, 0.11, 0.11, 0.08, 0.06, 0.07, -0.06, -0.34, -0.17, 0.56, -0.24, -0.18, -0.27, -0.08, -0.20, -0.26, -0.05, 0.07, 0.09, 0.08, 0.11, 0.10, 0.11, 0.12, 0.08, 0.07, 0.08, 0.11, 0.09, 0.07, 0.08, 0.08, -0.04, -0.24, -0.21, 0.56, -0.20, -0.19, -0.26, -0.08, -0.21, -0.21, -0.03, 0.08, 0.05, 0.05, 0.10, 0.11, 0.11, 0.10, 0.05, 0.06, 0.09, 0.09, 0.11, 0.09, 0.07, 0.05, -0.08, -0.20, -0.18, 0.49, -0.26, -0.20, -0.20, -0.05, -0.17, -0.34, -0.07, 0.06, 0.05, 0.06, 0.12, 0.07, 0.11, 0.12, 0.06, 0.07, 0.05, 0.12, 0.13, 0.09, 0.07, 0.09]}